[1]
This record from OMol25 describes a cluster of 9 separate species, C4H30N2O8 in total. The level of theory is ωB97M-V/def2-TZVPD.

Summary:
M	234.29	Da
maximum force	0.119	Eh/bohr
HOMO energy (alpha / beta)	-4.97 / -13.95	eV
gap between HOMO and LUMO (alpha / beta)	0.092 / 0.421	hartree
spin multiplicity	2
calculated total energy	-881.38083	Ha
total charge	+1
E_LUMO (alpha / beta)	-2.478 / -2.498	eV

Last column: Mulliken charge in e.
Positions of all 44 atoms, in Å:
H1 -1.00747 -4.07481 1.89482  0.2843
H2 3.32893 -0.30297 -0.87490  0.3299
O1 0.57725 0.31792 -2.63679  -0.1031
H3 -1.88486 0.63100 -1.23329  0.5139
H4 -2.76769 0.82877 1.55381  0.4632
H5 2.12045 -2.66874 1.02806  0.5426
H6 -0.93592 3.76287 -0.04187  0.1987
H7 0.35438 0.64331 1.23541  0.5460
H8 0.50360 0.18241 -3.62386  0.0342
H9 0.22663 2.97969 -1.01711  0.1644
N1 1.16788 -2.24384 0.92750  -0.1921
H10 -0.64365 0.08754 2.62682  0.2488
H11 -0.91539 1.52398 0.04462  0.4683
C1 -1.27035 -0.56461 0.53069  0.1752
C2 0.67849 -1.39764 2.08395  -1.1002
H12 -2.21141 -4.57418 1.30405  0.3404
O2 1.93089 2.51436 -3.29669  -0.4482
O3 -0.51815 2.92760 -0.42688  -0.4845
H13 1.12570 1.13264 -2.64677  0.2607
H14 0.67524 -1.88696 -2.24336  0.0319
H15 -3.73594 0.03098 4.85196  0.3080
O4 0.31967 -2.17706 -1.40887  -0.2149
O5 -2.70659 0.15296 4.47598  -0.6087
N2 -1.14382 0.49253 -0.55509  -0.6118
O6 2.52310 -0.68256 -0.99747  -0.7204
H16 -0.16207 -2.83521 -1.85935  0.1507
H17 0.36707 -3.04311 0.69210  0.5046
H18 -3.36157 -0.59027 0.70211  0.4523
H19 1.38052 3.35829 -3.20239  0.3559
H20 -1.27000 -1.52766 0.05348  0.7472
H21 1.41797 -1.77379 0.05100  -0.1586
H22 -2.31432 0.35310 5.27054  0.2865
H23 1.61008 5.34545 -1.33419  0.3482
O7 -1.25750 -4.32698 1.04044  -0.6194
C3 -2.57308 -0.19125 1.32880  -1.6455
H24 2.08190 -0.19309 -1.68698  0.0700
H25 1.48593 -0.92378 2.64097  0.3639
H26 2.59302 2.74568 -3.89966  0.2114
H27 -0.30340 0.18769 -1.09556  -0.1374
H28 2.83547 4.58264 -1.70506  0.2984
O8 1.86599 4.47253 -1.57491  -0.6743
H29 0.25494 -2.05633 2.84439  0.4164
C4 -0.19340 -0.30008 1.60101  -0.7407
H30 -2.74385 -0.53461 2.39800  0.3440

=====

[2]
This record from OMol25 describes a cluster of 10 separate species, C43H106F3N8O15S in total. The level of theory is ωB97M-V/def2-TZVPD.

Summary:
M	1064.42	Da
maximum force	0.085	Eh/bohr
HOMO energy	-17.28	eV
gap between HOMO and LUMO	0.279	hartree
calculated total energy	-3964.58623	Ha
total charge	+5
E_LUMO	-9.696	eV

Last column: Mulliken charge in e.
Positions of all 176 atoms, in Å:
H1 2.65439 -4.54581 -6.30098  0.4042
H2 2.77083 0.06743 4.03570  0.1366
H3 -6.87805 3.34502 2.97009  0.4260
C1 -0.93119 1.18308 1.13227  -0.1905
H4 -3.81504 -0.85019 0.40236  0.3006
O1 0.24281 -2.94604 4.97748  -0.2208
C2 -1.06300 -2.93058 5.55176  -0.7846
F1 4.90314 -4.47778 -0.12433  -0.1749
N1 3.31145 -1.84593 -2.87434  1.1441
O2 4.53548 1.74984 -2.48871  -0.4051
C3 1.02345 -1.86617 5.40296  -0.9804
H5 -4.77872 6.23407 4.43531  0.4131
H6 -2.51967 -5.05031 0.94416  0.3414
C4 2.12975 -3.47993 -1.39963  -1.0274
H7 3.88015 3.92269 -0.89612  0.3727
H8 -4.17177 0.81197 0.87680  0.0910
H9 -4.30796 -1.09107 3.98578  0.5590
H10 1.22450 -4.99168 1.58365  0.1185
C5 -1.17627 -3.45873 1.46825  0.9514
O3 1.25419 -0.13406 -2.12441  -0.6410
H11 4.70059 -0.89462 -6.79259  0.2957
H12 6.51198 1.36501 -2.60072  0.5541
H13 -0.06895 1.35872 -6.79937  0.3501
H14 -6.42309 2.54264 4.99526  0.3527
H15 4.22626 -0.71151 4.64863  0.4639
H16 -5.95584 0.29793 3.72583  0.3098
H17 1.57986 2.30157 -5.06071  0.4957
H18 -1.24369 -7.26646 -0.13956  0.3773
H19 -1.84567 4.32022 -5.66890  0.3237
H20 3.08704 -0.03726 5.77556  0.4593
C6 -4.19884 6.30733 3.51813  -0.9072
H21 1.17154 -2.97183 -1.31877  0.1865
H22 -1.96337 -2.76734 1.14330  -0.3179
C7 -4.59368 -0.18599 0.77335  -0.8180
H23 5.59111 4.61466 0.75718  0.4043
C8 1.07752 -0.14349 0.24001  0.0843
C9 -5.53258 -2.11729 1.92329  -0.9638
H24 -0.65168 -8.19518 1.18827  0.3320
H25 -4.52554 3.19679 2.11430  0.1065
H26 -8.26900 0.29665 3.13673  0.4940
H27 6.48018 3.23330 -1.05172  0.3500
H28 0.77908 -3.37857 -3.71010  0.3386
O4 0.63380 -0.24157 2.41348  -0.6522
H29 5.48979 0.15193 -5.63767  0.2479
H30 -5.45203 4.76560 1.83952  0.2372
H31 0.95415 -5.92055 0.14720  0.3882
C10 0.81434 -5.93476 1.23207  -0.7820
N2 2.59837 -2.54788 3.55634  0.3146
C11 -2.51044 4.63348 -3.25563  0.1242
H32 4.73710 3.71668 2.09289  0.3642
H33 3.36737 -3.03405 -6.84278  0.2726
O5 -0.97190 1.44044 -2.46976  -1.1474
O6 -0.38751 3.83394 -4.25128  -0.0891
C12 0.32260 0.30197 1.30394  0.0702
H34 -4.13859 5.36978 -2.11383  0.4921
C13 5.50944 3.69497 1.32656  -0.8253
C14 -7.63278 -0.31142 2.48372  -0.9778
H35 2.34538 0.81142 -6.95580  0.6750
H36 3.08041 -2.60699 5.56269  0.6227
O7 4.78508 -2.17544 2.04914  -0.9906
O8 0.03171 -2.93044 0.96354  0.4075
H37 -2.17950 2.16570 -0.21642  0.0613
H38 4.01236 -3.82256 -5.46505  0.3372
H39 1.82635 -4.64614 -4.01473  0.6068
C15 1.83707 -3.55276 -3.92945  -1.4622
H40 -2.67389 3.35756 3.77122  0.2530
O9 -1.64187 1.51385 2.11566  -0.8054
C16 2.27348 -0.02005 -6.22818  -1.2776
H41 -7.85034 -1.34225 2.76807  0.4540
C17 3.05875 -3.59003 -5.95863  -0.9079
H42 5.64327 0.36288 -1.44340  -0.1870
H43 -1.11896 -2.57274 6.57922  0.4301
H44 -3.78978 4.20440 4.97222  0.3670
H45 -1.10658 -4.87360 -0.17467  0.4335
H46 -1.57900 -3.87363 5.40235  0.2199
H47 1.99726 -2.13974 2.83203  -0.3340
H48 -0.40088 -0.38157 -6.79561  0.4751
H49 -3.26850 6.85611 3.60862  0.4303
C18 -6.08142 3.84624 3.53518  -0.7403
C19 -0.75668 4.27356 -5.54978  -0.6781
C20 4.67419 1.42521 1.18570  -0.8534
H50 0.02769 -1.96283 1.09063  -0.4719
F2 6.89334 -3.76284 -0.71389  -0.2050
H51 2.15362 -0.83919 -6.94460  0.4602
N3 -0.66875 -6.00731 1.43555  0.0164
H52 6.38795 3.35077 1.86795  0.3644
H53 -0.41526 -6.87797 3.38518  0.4740
F3 6.50376 -4.43090 1.30617  -0.2050
H54 2.99495 3.34702 0.60296  0.3638
H55 -6.57624 4.74674 3.91337  0.4975
H56 -0.35568 -5.07281 3.37075  0.3653
H57 4.59494 0.85363 -7.03842  0.3943
H58 -3.91705 3.04705 -3.06648  0.4656
H59 -0.78904 3.93154 -2.32053  0.0336
H60 -2.50824 4.09162 1.62269  0.0260
H61 3.62994 -3.87660 -2.93142  0.6089
C21 -0.18079 0.47894 -6.16421  -1.4304
O10 -7.94371 -0.18435 1.10196  -0.5346
H62 -3.11460 -0.98272 2.63895  -0.1335
S1 5.49727 -2.05294 0.77545  0.9287
H63 -0.37373 5.25146 -5.84649  0.3240
H64 0.61709 -0.90763 5.05722  0.3261
O11 6.68533 -1.23086 0.94662  -0.6744
C22 0.60944 0.12436 -1.08956  -0.0909
H65 6.93050 1.89203 -0.01791  0.4224
H66 -0.40928 5.51974 -3.07793  0.5592
H67 -4.67894 -2.70848 1.59433  0.1301
H68 3.65298 -1.73781 -3.83511  0.4588
H69 -2.25494 -7.32413 1.32551  0.3984
H70 -2.52323 6.14962 -1.80017  0.4858
C23 3.70853 3.11926 -0.18385  -0.6276
C24 -0.65413 1.04542 -1.33343  -0.2596
C25 5.74394 1.37794 -1.82877  -0.1375
O12 -5.68004 2.99131 4.57969  -0.5508
C26 -6.22411 0.22663 2.67975  0.0203
H71 -6.06133 1.14955 2.12985  0.0405
C27 -1.34250 1.47436 -0.16956  0.0590
H72 2.87685 -3.27821 -0.63263  -0.2150
H73 -1.89839 -5.93271 3.09099  0.4229
H74 -1.60665 -2.18223 4.95628  0.1908
C28 6.13016 2.28368 -0.64183  -0.6918
H75 1.06424 -1.88325 6.49771  0.5562
H76 -3.13904 3.00427 -4.45653  0.4597
C29 -1.46067 -4.82011 0.85451  -1.2910
N4 5.02760 2.63767 0.35077  0.2678
C30 -4.94853 4.10025 2.54816  -0.0929
N5 1.36735 1.49314 -4.48068  0.7578
C31 3.15889 -0.57186 4.82802  -1.4000
C32 2.77034 -3.23019 -2.74532  0.4564
H77 4.67473 2.54973 -3.00750  0.2996
H78 -6.33026 -2.24615 1.19546  0.3763
H79 1.42140 -6.77017 1.57387  0.4160
H80 1.05647 -0.49990 -4.55585  -0.5550
H81 5.55563 0.87695 1.52096  0.3853
N6 -3.79665 4.94223 2.99417  0.1190
C33 -0.97033 4.59306 -3.17111  -0.5989
H82 -2.25217 4.88149 4.55999  0.3875
H83 -8.86707 -0.43975 0.97604  0.3587
C34 -1.23505 -7.30951 0.95097  -0.7458
H84 2.13997 1.27513 -3.83732  0.0168
H85 -2.91947 5.19597 -4.09030  0.4429
O13 4.56671 -1.69655 -0.30580  -0.6953
H86 -1.94744 5.62011 2.12814  0.4674
H87 1.95235 -4.54883 -1.25466  0.4726
H88 -1.10482 0.60390 -5.59682  0.2505
C35 -4.01988 -0.56455 3.08018  -0.6728
H89 4.17889 0.70095 0.53670  -0.1257
O14 2.14900 -2.90297 -5.12651  -0.1557
C36 -2.85446 5.11326 1.81203  -0.7871
C37 1.07963 0.26077 -5.33509  1.4976
H90 3.56932 -2.53075 3.17587  0.5343
N7 -2.98985 3.20883 -3.46523  0.1577
H91 -3.47703 5.48642 1.00789  0.4883
O15 3.45105 0.00739 -5.45884  0.0028
H92 2.63645 -1.11266 -2.60135  -0.3969
H93 -1.29053 -3.50344 2.55578  0.0614
H94 -2.97319 4.56866 -1.07787  -0.0499
C38 5.98604 -3.81456 0.24377  0.5174
H95 1.97524 -0.74598 0.24541  0.7846
C39 -3.07720 4.29343 4.15928  -0.7867
H96 4.12896 -1.66624 -2.28323  0.3824
C40 -3.07119 5.22099 -1.94509  -1.3142
C41 4.61256 0.07057 -6.27732  -0.9183
H97 2.34164 -3.53789 3.53661  0.4761
H98 3.29104 2.27018 -0.71796  0.0595
C42 -0.81624 -5.96370 2.95762  -1.0052
H99 -4.89309 6.80089 2.83513  0.3671
C43 2.48350 -1.94218 4.94320  0.2987
H100 -5.39584 -0.17063 0.03451  0.3972
H101 -3.76655 0.47427 3.28175  0.1867
H102 3.99182 1.66806 1.99505  0.6036
H103 -5.85452 -2.51682 2.88223  0.4575
H104 0.59649 1.63635 -3.80611  -0.5198
H105 -0.43882 3.51440 -6.26316  0.1045
N8 -5.12969 -0.69250 2.05131  0.8977
H106 -2.34267 2.49305 -3.08267  0.0562

=====

[3]
This record from OMol25 describes a structure of composition C11H23F5NO3P2RuTe. The level of theory is ωB97M-V/def2-TZVPD.

Summary:
M	602.92	Da
maximum force	0.135	Eh/bohr
HOMO energy (alpha / beta)	-13.37 / -16.10	eV
gap between HOMO and LUMO (alpha / beta)	0.128 / 0.165	hartree
spin multiplicity	6
calculated total energy	-2257.60587	Ha
total charge	+2
E_LUMO (alpha / beta)	-9.896 / -11.608	eV

Last column: Mulliken charge in e.
Positions of all 47 atoms, in Å:
H1 3.51813 0.81059 -1.20293  0.6218
H2 1.85143 -1.93940 -1.41926  0.4292
H3 4.31077 -0.40414 1.46203  0.4569
C1 3.26781 -0.42768 1.80567  -1.2898
C2 -2.95440 1.64500 1.28886  -1.5295
P1 2.10504 -0.39391 0.41884  1.3334
C3 -2.97320 -1.20263 0.64094  -1.1904
F1 -1.87622 0.29299 3.71495  -0.4719
H4 0.64204 2.84274 -4.48806  0.4742
F2 -0.62295 2.43915 4.75354  -0.4142
H5 2.90860 1.87164 0.06848  0.3941
H6 -2.60741 2.03950 -1.12491  0.4992
H7 -3.89196 1.84459 0.75146  0.4967
C4 1.61178 2.14048 -2.67973  -0.9518
O1 -1.36041 -3.46781 -4.58999  -0.6139
H8 -3.99486 -1.11631 0.24855  0.4497
Te1 -0.03917 0.80093 3.97390  1.8657
H9 -2.99257 -1.37749 1.72453  0.3980
C5 0.52895 2.31828 -3.53411  -0.4642
H10 3.59751 -1.75046 -0.99884  0.4240
F3 -0.09431 -0.17805 5.63782  -0.4045
C6 2.57353 -1.83776 -0.59981  -1.2481
C7 2.62616 1.05542 -0.61381  -1.0954
H11 2.48020 -2.72481 0.03931  0.3779
H12 0.38817 -4.47838 -0.03451  0.3083
O2 0.04339 1.70852 2.27451  -0.7545
H13 -2.31680 2.53726 1.25670  0.4378
H14 -2.81142 0.51520 -1.93163  0.5665
P2 -2.03415 0.31310 0.46175  1.6155
H15 -1.08555 -3.87436 -3.77180  0.3098
H16 3.08775 -1.36280 2.34843  0.4086
H17 -1.61915 1.92608 -3.68832  0.5121
C8 -2.16102 1.04525 -1.22441  -1.5245
N1 0.23911 1.16884 -1.01852  0.0060
C9 -0.82014 1.28413 -1.83586  0.6650
F4 1.83408 1.17960 4.21728  -0.4440
H18 2.62166 2.45066 -2.91677  0.5385
F5 0.36823 -0.88515 3.05269  -0.5428
H19 -2.19856 -3.05960 -4.34974  0.3050
C10 -0.69570 1.82185 -3.11441  -0.7511
H20 -3.12231 1.35060 2.32905  0.3980
H21 3.08433 0.41079 2.48844  0.3594
C11 1.46546 1.46564 -1.47335  0.5887
O3 -0.20013 -3.69963 -0.15880  -0.5854
Ru1 0.09060 0.31033 0.89537  0.3392
H22 -2.42752 -2.02856 0.16910  0.4046
H23 -0.34483 -3.38019 0.74743  0.2921

=====

[4]
This record from OMol25 describes the molecule C24H30N2O3S. The level of theory is ωB97M-V/def2-TZVPD.

Summary:
M	426.58	Da
maximum force	0.014	Eh/bohr
HOMO energy	-7.92	eV
gap between HOMO and LUMO	0.316	hartree
SMILES	COc1ccc(CN(C[C@H]2CC[C@@H](C(=O)O)CC2)C(=S)Nc2cccc(C)c2)cc1
calculated total energy	-1666.00558	Ha
E_LUMO	0.681	eV

Last column: Mulliken charge in e.
Positions of all 60 atoms, in Å:
H1 1.18413 2.42356 -1.95829  0.3419
H2 -0.18299 -3.02961 1.64665  0.5490
H3 0.00762 -0.97896 2.97327  0.3725
H4 3.91560 1.44434 2.00739  0.4669
C1 0.71530 -2.41667 1.54215  -1.5484
H5 4.08125 -1.15725 0.68660  0.4835
S1 -2.75549 4.12635 -0.22955  -0.4107
H6 -3.02732 -2.82313 -2.78920  0.3791
C2 -3.10946 -1.74042 -2.73595  -1.6056
C3 -4.46629 -1.74544 0.80092  -0.7919
H7 6.45960 -0.22450 -1.15531  0.2498
C4 2.08192 2.28612 1.28214  -0.1957
C5 -2.42605 2.59686 0.32038  0.1062
H8 -0.10957 3.82642 1.15965  0.3352
H9 -0.79678 -2.40668 -0.77286  0.4998
C6 2.52985 -1.85793 -0.17332  0.1321
H10 -4.35004 2.33643 0.71801  0.3489
O1 2.93639 -1.59908 -1.27909  -0.5895
H11 -1.80686 1.04238 2.17081  0.5580
H12 0.50336 -1.88733 -1.86186  0.4478
C7 -3.66899 0.45460 0.29464  -0.5825
H13 1.48311 -2.82259 2.20164  0.5095
H14 -0.35369 3.67362 -0.58452  0.7909
C8 3.01146 1.60287 -1.23698  -0.3299
H15 1.29721 -3.55229 -0.19296  0.4345
C9 -4.27357 -0.43059 1.18042  -0.2638
H16 -4.58209 -0.08394 2.15511  0.4489
H17 -0.08801 1.42565 2.12048  0.7207
C10 -0.09666 3.11738 0.31992  -1.8158
H18 4.87045 -0.40298 -1.94869  0.3023
H19 -4.92825 -2.43897 1.48789  0.3907
H20 1.75772 2.59065 2.26738  0.4656
C11 -3.48962 -1.29712 -1.35667  0.8694
H21 5.71730 1.17561 -1.96587  0.3737
N1 -1.16812 2.13361 0.52494  0.5248
H22 -0.78161 0.07891 -1.10110  0.5637
C12 0.39626 -0.98167 1.95236  -0.8619
H23 -4.21934 -3.21027 -0.73585  0.4064
C13 -3.30119 0.02393 -0.97234  0.3558
C14 3.76515 1.28288 -0.11477  0.3230
C15 -0.08367 -0.40077 -0.41692  0.7927
C16 5.51777 0.27262 -1.38297  -0.8163
H24 -2.16253 -1.29853 -3.03795  0.3088
C17 1.77717 2.21086 -1.08121  -0.6540
H25 -2.88522 0.73811 -1.66887  0.4371
C18 -0.62257 -0.33652 1.00847  2.1699
C19 1.17868 -2.49809 0.08842  0.6294
H26 -1.54480 -0.92540 1.03927  -0.0989
C20 -4.06713 -2.17899 -0.45235  -0.5162
O2 4.94371 0.58952 -0.12990  -0.5344
H27 0.86490 0.12747 -0.47746  -1.0872
H28 3.35453 1.35218 -2.22694  0.4148
C21 1.27414 2.52662 0.17429  0.5077
O3 3.25461 -1.62506 0.91794  -0.4639
H29 1.31598 -0.39403 1.93997  0.2739
C22 3.30276 1.66016 1.14589  -0.4158
H30 -3.86983 -1.42178 -3.44933  0.3965
C23 -0.93244 1.09365 1.51493  -2.9619
C24 0.14030 -1.85045 -0.83390  -1.9365
N2 -3.48802 1.80372 0.68102  -0.2004